No. 1
The following is a DFT calculation (ωB97M-V/def2-TZVPD) of a structure of composition C9H24ClI2N2P2SSm in a non-equilibrium geometry.

multiplicity: 6
expectation value of S²: 8.788
frontier orbital gap (spin up / spin down): 7.22 / 7.17 eV
total charge: +2
LUMO level (spin up / spin down): -7.4359 / -7.4094 eV
energy relative to the best compared isomer or geometry (same formula, charge and spin): 0.00 kcal per mole
HOMO energy (spin up / spin down): -14.65 / -14.58 eV
largest force on an atom: 0.0264 hartree/bohr

XYZ file:
```
42
Properties=species:S:1:pos:R:3:forces:R:3:lowdin_spin:R:1
Sm -0.027871 0.295233 -1.115233 0.0 -0.4 -0.1 5.13
I -0.354942 3.562958 -3.391403 0.2 -0.7 -0.1 0.00
I 0.256864 1.830277 -5.385711 -0.2 0.3 0.5 0.00
Cl -0.014956 -1.545226 -2.722367 0.0 0.0 -0.1 -0.03
S -0.014103 -1.856406 0.816714 0.0 0.9 0.7 -0.02
P 2.735685 -0.012220 -0.991659 -0.1 -0.8 -0.3 -0.02
P -2.785162 -0.038323 -0.999862 0.1 -0.7 -0.2 -0.03
N 1.156722 -0.460620 2.896729 -0.6 -0.8 -0.8 0.00
N -1.062508 -0.394571 2.915605 0.6 -0.8 -0.9 0.00
C -0.675751 0.383436 4.114464 -1.1 0.0 0.1 0.00
C -3.576574 1.110944 0.151081 -0.6 0.4 0.2 0.00
C -3.299173 -1.769743 -0.617011 -0.2 -0.3 0.0 0.00
C 0.837537 0.330262 4.107061 1.1 -0.1 0.1 0.00
C 3.269777 -1.739501 -0.611899 0.2 -0.2 0.0 0.00
C -3.226027 0.364435 -2.753377 -0.3 -0.1 0.0 0.00
C 3.186013 0.392503 -2.742508 0.3 0.0 -0.1 0.00
C 0.028746 -0.907501 2.284492 0.0 1.0 0.2 0.00
C 3.516179 1.142467 0.163713 0.6 0.4 0.1 0.00
H -4.320733 0.238366 -2.912267 0.8 0.3 -0.1 0.00
H 3.173643 0.975847 1.197752 0.2 -0.3 -0.4 0.00
H -3.231982 2.132391 -0.072837 -0.3 -0.2 -0.2 0.00
H 2.075988 -0.836167 2.602823 -1.0 0.5 0.6 0.00
H 1.276692 1.324667 4.057529 0.0 0.0 -0.2 0.00
H 2.813588 1.395008 -3.035217 0.6 -0.2 0.5 0.00
H -2.658590 -0.285617 -3.445916 -0.4 -0.1 0.5 0.00
H 2.702985 -2.442432 -1.251309 0.4 0.5 -0.1 0.00
H 2.929070 -2.053655 0.396712 0.4 0.6 -0.4 0.00
H 4.368806 -1.891004 -0.739321 -0.9 0.1 0.1 0.00
H -2.864639 1.375500 -3.035055 -0.6 -0.3 0.4 0.00
H 1.248002 -0.119954 5.010272 -0.1 -0.3 -0.1 0.00
H 4.282763 0.283630 -2.904366 -0.8 0.3 -0.1 0.00
H 3.164674 2.161452 -0.061009 0.3 -0.2 -0.2 0.00
H -1.040360 1.407412 4.061846 0.0 0.0 -0.3 0.00
H 2.622009 -0.251513 -3.443833 0.5 -0.2 0.6 0.00
H -3.236715 0.946097 1.186407 -0.2 -0.3 -0.4 0.00
H -4.396538 -1.936093 -0.740855 0.9 0.1 0.1 0.00
H 4.618513 1.104252 0.116481 -0.5 0.2 0.1 0.00
H -2.951515 -2.071082 0.392986 -0.5 0.5 -0.4 0.00
H -2.008373 -0.704088 2.629964 1.1 0.4 0.6 0.00
H -1.113243 -0.032046 5.021327 0.1 -0.2 -0.1 0.00
H -4.678231 1.062266 0.101285 0.4 0.2 0.2 0.00
H -2.726251 -2.471622 -1.252219 -0.4 0.5 -0.1 0.00
```
Forces are in eV/Å.

=====

No. 2
The following is a DFT calculation (ωB97M-V/def2-TZVPD) of a cluster of 2 separate species, C9H24N2O4P in total in a non-equilibrium geometry.

frontier orbital gap: 6.93 eV
total charge: -1
LUMO level: 3.2269 eV
energy relative to the best compared isomer or geometry (same formula, charge and spin): 0.00 kcal per mole
HOMO energy: -3.70 eV
largest force on an atom: 0.0235 hartree/bohr

XYZ file:
```
40
Properties=species:S:1:pos:R:3:forces:R:3:mulliken_charge:R:1
P -1.035742 2.165326 0.466378 0.1 -1.2 0.0 0.64
O -1.173883 3.047033 1.840710 0.0 0.4 0.0 -0.53
O -1.699340 3.106960 -0.665222 0.1 0.7 -0.2 -0.58
O -1.915273 0.963489 0.644576 -0.7 0.0 0.0 -0.67
O -0.715113 -2.914146 -0.642810 -0.1 -0.1 -0.1 -0.41
N 0.471887 1.982068 0.127187 0.6 -0.2 0.1 -0.41
N -2.932712 -4.733502 -0.350659 0.0 0.0 0.1 -0.77
C -1.993822 -2.424205 -0.272090 -0.1 0.2 0.2 -0.44
C 3.157270 2.495069 0.591509 0.9 0.2 0.7 0.97
C 1.088108 0.984907 1.025711 -0.2 0.9 0.0 -0.16
C 4.679728 2.506000 0.845924 -0.4 0.1 0.4 -1.74
C 2.594689 1.266243 1.286741 -0.6 -0.4 -0.4 -1.25
C -3.506610 -3.231699 -2.178868 -0.2 0.0 0.0 -1.44
C -3.162803 -3.323204 -0.695393 0.2 -0.1 -0.2 0.39
C -0.319865 -2.615243 -1.964639 0.1 0.0 0.1 -0.71
C 2.576953 3.806743 1.164669 -0.2 -0.2 -1.0 -1.33
H 2.981400 2.450977 -0.479112 -0.2 -0.1 -0.1 0.36
H 2.750725 1.367303 2.363882 0.1 0.1 0.1 0.31
H 0.770049 -2.594686 -1.985820 0.0 0.0 0.0 0.28
H 3.379734 4.495771 1.428966 0.0 0.1 0.3 0.49
H -1.979495 -2.379854 0.818844 0.1 0.0 0.0 0.24
H 0.946651 -0.026506 0.633727 0.1 -0.1 -0.1 0.05
H -0.689952 -1.636580 -2.281792 0.0 0.0 0.0 0.30
H 5.189183 3.287588 0.282278 0.1 -0.1 -0.2 0.39
H 4.825411 2.749236 1.902366 0.1 0.0 0.1 0.39
H 5.133689 1.526150 0.699945 0.1 0.0 -0.3 0.40
H -2.069942 2.934712 2.167839 -0.1 -0.1 0.1 0.28
H -0.655922 -3.385236 -2.667508 0.0 0.1 -0.1 0.26
H -2.806162 -4.806464 0.654620 -0.1 0.0 0.0 0.28
H -4.489806 -3.667025 -2.365116 0.0 0.0 0.0 0.36
H -2.793126 -3.775892 -2.797745 0.1 0.0 0.0 0.30
H 0.589609 0.987594 2.002718 0.0 -0.2 0.1 0.28
H -2.498103 2.669698 -0.955258 -0.2 -0.2 -0.1 0.29
H -3.529025 -2.192788 -2.512250 0.0 0.0 0.0 0.35
H -2.127696 -1.393333 -0.618328 0.0 0.0 0.0 0.29
H 1.891415 3.623174 1.986314 0.1 0.0 0.2 0.23
H -2.025651 -4.989391 -0.731750 0.0 0.0 0.0 0.32
H -4.038979 -2.981523 -0.137053 0.0 0.0 0.1 0.40
H 3.156758 0.379908 0.977967 0.2 0.0 0.0 0.37
H 1.975765 4.275329 0.388543 -0.1 0.1 0.1 0.25
```
Forces are in eV/Å.

=====

No. 3
The following is a DFT calculation (ωB97M-V/def2-TZVPD) of a structure of composition C9H24N3PdSeSi.

frontier orbital gap: 6.02 eV
total charge: -1
LUMO level: 3.1847 eV
energy relative to the best compared isomer or geometry (same formula, charge and spin): 0.12 kcal per mole
HOMO energy: -2.84 eV
largest force on an atom: 0.0033 hartree/bohr

XYZ file:
```
39
Properties=species:S:1:pos:R:3:forces:R:3:mulliken_charge:R:1
Pd -0.279240 -0.129542 0.850379 0.1 -0.1 -0.1 -0.32
Se -2.520484 0.649429 1.691690 0.0 0.0 0.0 -0.84
Si -0.667517 0.140870 3.065055 -0.1 0.0 0.0 0.81
N -0.591691 1.311718 -1.374712 0.0 0.1 -0.1 0.09
N -0.450536 -1.527277 -1.486335 0.0 0.0 0.1 0.06
N 2.009915 0.135649 -1.708276 -0.1 -0.1 0.0 -0.09
C 1.211450 -0.439502 2.667564 0.0 0.0 -0.1 -0.94
C 1.926883 -1.240473 -2.183457 0.0 0.1 0.0 -0.73
C -1.476768 0.590515 -2.269433 0.0 -0.1 0.0 -0.76
C -1.237280 -1.223750 4.246509 0.0 0.0 0.0 -1.12
C 0.483272 2.065830 -1.981066 -0.1 0.0 0.0 -1.00
C 1.521838 1.150323 -2.636077 0.1 0.0 0.0 -0.39
C 0.517809 -1.744279 -2.547593 0.1 0.0 0.0 -0.75
C -0.381296 1.677890 4.130467 0.0 0.0 0.0 -1.14
C -1.693107 -0.873782 -1.856016 -0.1 0.0 -0.1 -0.93
H 0.175145 -1.231990 -3.451071 0.0 0.0 0.0 0.27
H -2.463699 1.061770 -2.338063 0.0 0.0 0.0 0.36
H 1.082161 0.695617 -3.532021 0.0 0.0 0.0 0.18
H -0.006630 2.493787 3.507308 0.0 0.0 0.0 0.25
H -1.355309 -2.161939 3.698591 0.0 0.0 0.0 0.25
H 1.413052 0.184777 -0.879439 0.1 0.0 0.0 -0.12
H -0.617232 -2.351965 -0.931187 0.0 0.0 0.0 0.29
H 0.594785 -2.805298 -2.823699 0.0 0.0 0.0 0.41
H -2.205143 -0.969187 4.682237 0.0 0.0 0.0 0.24
H -0.515399 -1.385958 5.054772 0.0 0.0 0.0 0.33
H 1.372468 -1.400453 3.159143 0.0 0.0 0.0 0.34
H 2.579698 -1.367103 -3.055472 0.0 0.0 0.0 0.37
H 0.343060 1.492614 4.931097 0.0 0.0 0.0 0.34
H -1.324589 2.006011 4.571404 0.0 0.0 0.0 0.25
H 1.571255 -0.584891 1.605671 -0.1 0.0 0.2 0.12
H 0.967064 2.637149 -1.185377 0.0 0.0 0.0 0.34
H -2.212369 -1.378990 -2.690667 0.0 0.0 0.0 0.35
H 2.350294 1.774908 -2.990974 0.0 0.0 0.0 0.41
H 0.141146 2.787634 -2.743048 0.0 0.0 0.0 0.35
H -1.055933 0.621120 -3.279056 0.0 0.0 0.0 0.32
H -1.087438 1.797892 -0.637953 0.0 0.0 0.0 0.34
H -2.340862 -0.894539 -0.978743 0.0 0.0 0.0 0.40
H 1.890095 0.306705 3.084798 0.0 0.0 0.0 0.32
H 2.331148 -1.871274 -1.386943 0.0 0.0 0.0 0.31
```
Forces are in eV/Å.